No. 1
88
Properties=species:S:1:pos:R:3:forces:R:3 method="wB97M-V/def2-TZVPD" relative_energy_kcal_mol=44.39 max_force_ev_per_a=2.85 homo_energy_ha="-0.003 / 0.032" spin_multiplicity=5 total_charge=-2 orbital_gap_ev="4.11 / 3.15" energy_ev=-150130.2140
Cr 0.68334 -0.99505 -1.51957 0.317 -0.929 0.026
C 6.23034 -0.51905 -1.53047 0.543 0.139 0.132
N 4.82794 -0.47325 -1.84007 -1.629 -0.529 0.859
C 3.76644 -0.82395 -1.06207 -0.044 0.295 -1.319
N 2.62824 -0.49575 -1.68157 2.834 0.302 0.106
C 3.07104 0.10285 -2.82337 0.000 -0.065 0.166
N 4.37194 0.12795 -2.94347 0.366 0.326 -0.568
C 6.68554 0.76135 -0.86397 0.329 0.148 -0.283
C 7.70714 1.53025 -1.42647 -0.144 -0.352 -0.050
C 8.07134 2.73155 -0.81747 0.147 0.057 0.031
C 7.44404 3.17095 0.32143 -0.041 0.039 0.113
C 6.40334 2.40905 0.89923 -0.150 -0.129 0.059
C 6.05124 1.19135 0.27743 -0.023 0.002 0.130
C 5.69044 2.83435 2.04213 0.056 -0.095 -0.078
N 5.82194 3.93735 2.75943 0.371 0.177 -0.248
N 4.88694 3.93075 3.70103 -0.336 0.014 0.367
C 4.17714 2.82195 3.56803 0.165 0.056 -0.039
O 4.65714 2.05495 2.52413 0.018 0.190 0.071
C 3.04944 2.37945 4.29303 -0.194 -0.240 -0.034
C 2.46194 3.14455 5.32583 0.218 -0.001 -0.111
C 1.33724 2.69055 5.96743 -0.055 -0.024 0.127
C 0.74324 1.47595 5.61573 -0.015 -0.289 -0.174
C 1.30804 0.70755 4.59423 -0.258 0.116 0.348
C 0.67264 -0.59395 4.14453 0.094 0.177 0.529
N 0.39384 -0.58105 2.73233 0.701 -0.515 -1.414
C 1.20784 -0.94765 1.71263 -0.881 0.294 -0.135
N 0.65094 -0.61515 0.55213 0.257 0.073 1.332
C -0.51126 -0.03035 0.92693 -0.031 0.089 0.130
N -0.69596 0.00715 2.22043 -0.534 0.313 0.500
C 2.44704 1.14565 3.95973 0.212 0.184 -0.047
H 6.76704 -0.66885 -2.47157 -0.084 -0.041 0.159
H 6.40404 -1.38185 -0.87677 -0.062 0.095 -0.137
H 3.85034 -1.33895 -0.12877 0.080 -0.105 0.250
H 2.40224 0.52445 -3.54687 -0.221 0.004 -0.116
H 8.19964 1.20145 -2.33067 0.012 -0.021 -0.104
H 8.86354 3.32445 -1.25997 -0.003 0.052 0.025
H 7.71744 4.10285 0.79173 0.046 0.111 0.009
H 5.24664 0.61065 0.70323 -0.090 -0.036 0.047
H 2.91774 4.08895 5.58203 -0.008 0.100 0.051
H 0.89054 3.28725 6.75533 0.020 0.014 -0.021
H -0.15476 1.14335 6.11743 -0.096 -0.036 -0.006
H -0.26836 -0.76005 4.67493 0.113 -0.044 -0.117
H 1.34814 -1.43515 4.34063 -0.163 0.084 -0.057
H 2.13984 -1.45535 1.84793 0.223 -0.131 0.079
H -1.21176 0.37655 0.22333 -0.196 0.098 -0.272
H 2.88494 0.55955 3.16533 0.037 -0.017 -0.090
O -2.10576 0.25675 -2.12787 -1.627 0.188 0.929
C -0.92746 -0.08955 -2.52597 -0.503 -0.809 -0.820
O 0.03854 0.74315 -2.44477 0.883 0.959 0.435
C -0.93476 -2.25685 -1.85217 -0.032 0.451 -0.597
O -2.13606 -2.33605 -1.35027 -1.838 0.419 0.764
O 0.01854 -2.88635 -1.25637 0.787 -0.575 0.534
C -0.54466 -1.44725 -3.03847 -1.020 -0.043 -0.293
Ge -3.56966 -0.98855 -1.38437 0.793 -0.282 -0.546
C -4.52096 -2.44735 -0.28207 0.255 0.542 -0.594
C -5.38826 -3.34315 -0.89517 -0.017 0.241 -0.126
C -5.81536 -4.49185 -0.25147 -0.244 -0.240 -0.032
C -5.40066 -4.75515 1.04233 -0.082 -0.165 0.114
C -4.56796 -3.85215 1.68753 -0.039 -0.075 0.141
C -4.13196 -2.71965 1.02373 0.034 0.133 0.050
C -4.14386 -1.26605 -3.30987 -0.003 0.143 0.856
C -3.88756 -2.50285 -3.89357 -0.022 -0.103 0.265
C -3.99766 -2.69095 -5.25967 -0.023 -0.140 -0.167
C -4.37216 -1.63905 -6.07907 -0.036 -0.073 -0.178
C -4.65776 -0.40905 -5.51437 -0.079 0.106 -0.153
C -4.53776 -0.23085 -4.14707 -0.068 0.173 0.111
C -4.19476 0.71965 -0.39777 0.264 -0.770 -0.583
C -3.78866 1.01405 0.90043 -0.034 -0.145 -0.011
C -4.14246 2.20615 1.51253 -0.025 0.071 0.118
C -4.89926 3.14805 0.83403 0.028 0.044 -0.030
C -5.30246 2.87605 -0.46247 -0.176 0.176 0.015
C -4.96586 1.67165 -1.05517 -0.083 -0.139 -0.108
H -0.91126 -1.75795 -4.02107 0.546 -0.087 -0.481
H -5.72306 -3.13675 -1.90367 -0.022 -0.095 -0.113
H -6.46726 -5.19145 -0.76837 0.019 0.037 0.051
H -5.72366 -5.66095 1.54533 0.010 0.031 0.002
H -4.24686 -4.04425 2.70503 0.026 -0.004 0.011
H -3.45526 -2.04085 1.52213 0.153 0.034 0.127
H -3.56646 -3.32005 -3.26257 0.084 -0.076 0.028
H -3.78126 -3.66155 -5.69057 0.053 -0.010 0.001
H -4.42526 -1.77325 -7.15317 -0.047 -0.021 -0.014
H -4.96236 0.42035 -6.14277 0.039 0.021 -0.006
H -4.72256 0.74915 -3.73607 0.049 0.116 -0.031
H -3.17996 0.31305 1.45253 0.051 -0.064 0.108
H -3.81806 2.40605 2.52393 0.077 -0.004 0.103
H -5.16626 4.08625 1.30363 0.020 0.032 0.039
H -5.88316 3.60785 -1.01477 -0.022 -0.031 0.008
H -5.32856 1.46235 -2.04837 -0.035 0.080 -0.148



No. 2
87
Properties=species:S:1:pos:R:3:forces:R:3 method="wB97M-V/def2-TZVPD" relative_energy_kcal_mol=47.40 max_force_ev_per_a=0.08 homo_energy_ha="-0.251 / -0.242" total_charge=0 orbital_gap_ev="6.07 / 5.55" energy_ev=-192705.0555
Sc -0.25015 -0.54278 0.52538 -0.026 -0.015 0.077
C 5.17004 -2.40060 1.49871 0.007 0.000 0.000
C 3.95055 -2.90687 1.06715 -0.002 0.003 -0.003
C 2.84762 -2.07881 0.94996 0.003 0.001 -0.002
C 2.95283 -0.71898 1.25072 -0.003 -0.001 -0.004
C 4.17525 -0.21334 1.70714 -0.002 -0.005 0.001
C 5.26918 -1.05392 1.82687 -0.005 0.000 0.001
N 1.81965 0.09302 1.07550 -0.007 0.013 0.011
N 2.09218 1.38512 1.12482 0.018 -0.001 -0.001
C 1.01157 2.19559 1.08905 -0.015 0.012 -0.003
C 1.23950 3.59136 1.13933 0.003 -0.014 -0.003
C 0.17618 4.44789 1.16693 -0.004 0.007 0.006
C -1.12775 3.92691 1.13268 0.001 -0.003 -0.004
C -1.27806 2.56590 1.05289 0.016 0.010 0.008
N -0.25106 1.69622 1.02594 0.009 0.011 -0.021
H 6.02890 -3.05192 1.59666 0.000 0.000 0.000
H 3.85157 -3.95741 0.82527 -0.001 0.000 -0.001
H 1.89896 -2.48960 0.62215 0.002 -0.003 0.001
H 4.24739 0.83232 1.96651 0.001 0.001 0.001
H 6.20892 -0.65436 2.18879 0.000 0.001 0.001
H 2.26391 3.93374 1.17754 0.001 -0.001 -0.001
H 0.33858 5.51740 1.22606 0.000 0.000 -0.001
H -1.99973 4.56454 1.15803 -0.002 -0.001 -0.002
H -2.26766 2.13436 1.00081 -0.012 -0.005 0.000
S -2.95435 -3.74691 1.54863 0.000 0.003 -0.002
C -1.57908 -2.88059 1.32339 0.002 -0.006 -0.013
S -0.94338 -1.78179 2.54829 0.002 0.004 -0.017
S -0.67021 -2.91270 -0.18436 0.006 0.003 -0.006
O 0.21240 -0.00794 -1.45106 0.008 -0.013 -0.041
P 0.97604 0.41023 -2.68173 -0.017 -0.001 -0.008
C 2.65731 -0.19026 -2.71570 -0.007 -0.013 -0.019
C 3.56043 0.27003 -1.75485 0.000 0.000 0.006
C 4.83996 -0.25622 -1.70954 0.001 0.006 -0.001
C 5.22062 -1.23733 -2.61532 -0.002 -0.003 0.000
C 4.32729 -1.69400 -3.57334 0.006 0.002 -0.001
C 3.04380 -1.17290 -3.62620 0.001 0.003 0.010
C 1.00248 2.20633 -2.78090 -0.010 0.002 0.003
C 2.10482 2.91447 -3.24141 0.007 -0.004 0.000
C 2.05179 4.30166 -3.28744 0.004 0.001 -0.003
C 0.90515 4.96469 -2.89354 0.002 0.000 0.003
C -0.20281 4.24949 -2.44692 0.005 -0.005 -0.007
C -0.15638 2.86862 -2.37457 -0.002 0.007 0.002
C 0.11718 -0.22060 -4.12315 0.004 0.000 0.004
C 0.10789 0.45858 -5.33802 0.000 0.005 -0.001
C -0.56340 -0.08299 -6.42352 0.002 0.000 0.002
C -1.22277 -1.29819 -6.29467 0.000 0.001 0.000
C -1.21579 -1.97650 -5.08301 0.003 -0.003 -0.002
C -0.54612 -1.44144 -3.99318 -0.005 -0.001 -0.001
H 3.25914 1.01739 -1.02829 0.001 -0.002 0.002
H 5.52944 0.08153 -0.94831 0.000 -0.001 0.001
H 6.21834 -1.65412 -2.56694 0.000 0.000 0.000
H 4.62489 -2.46236 -4.27431 0.001 0.001 -0.001
H 2.34446 -1.53575 -4.36835 -0.002 0.000 0.001
H 3.00205 2.39247 -3.54746 -0.001 0.000 0.003
H 2.90736 4.86622 -3.63256 0.000 0.000 0.000
H 0.86307 6.04731 -2.93545 -0.001 0.000 0.000
H -1.17830 5.99237 -1.97366 0.000 0.000 0.001
H -1.00111 2.31072 -1.99305 -0.003 0.000 0.004
H 0.61358 1.41224 -5.43368 0.000 0.000 0.000
H -0.57812 0.44567 -7.36732 0.001 0.000 0.000
H -1.74934 -1.71647 -7.14266 0.000 0.000 -0.001
H -1.73311 -2.92135 -4.98182 0.000 0.000 0.000
H -0.54790 -1.96408 -3.04177 -0.002 0.000 -0.001
Se -3.55465 3.17001 -1.92175 -0.001 -0.003 0.003
C -2.58910 4.61440 -1.87331 0.003 0.006 0.001
N -1.35411 5.00043 -2.06982 -0.005 0.003 0.002
S -6.88065 0.00287 -1.27459 0.005 0.001 0.003
C -5.20402 -0.07322 -0.73792 -0.010 0.001 0.009
C -4.21738 -0.23921 -1.70457 -0.003 -0.002 0.000
C -2.89898 -0.29630 -1.30529 0.010 -0.001 -0.014
N -2.51400 -0.20946 -0.02876 0.023 0.002 0.025
C -3.47188 -0.10457 0.90024 -0.006 -0.003 -0.003
C -4.81560 -0.01868 0.59504 0.002 -0.004 -0.006
C -7.63218 0.91914 0.04821 0.000 -0.004 -0.001
C -8.67524 0.36428 0.77100 0.000 -0.001 -0.005
C -9.27114 1.13453 1.76283 0.001 0.004 -0.001
N -8.88844 2.36928 2.06661 -0.001 -0.003 -0.001
C -7.88061 2.88674 1.36477 0.003 -0.001 -0.001
C -7.22764 2.21492 0.34499 -0.002 0.005 0.001
H -4.46558 -0.29367 -2.75617 0.000 -0.001 0.000
H -2.10917 -0.40636 -2.03561 -0.005 0.007 0.001
H -3.13702 -0.10947 1.93084 -0.001 0.003 0.000
H -5.53814 0.06884 1.39339 0.002 -0.003 0.000
H -9.01194 -0.64466 0.57621 0.001 -0.001 0.001
H -10.09071 0.72843 2.34484 0.000 0.000 0.000
H -7.58421 3.89646 1.62558 -0.001 0.000 0.000
H -6.42275 2.68854 -0.20279 -0.001 0.000 -0.001



No. 3
97
Properties=species:S:1:pos:R:3:forces:R:3 method="wB97M-V/def2-TZVPD" relative_energy_kcal_mol=0.00 max_force_ev_per_a=2.28 homo_energy_ha="-0.003 / -0.031" spin_multiplicity=2 total_charge=-2 orbital_gap_ev="4.09 / 4.86" energy_ev=-150126.9318
Sc -1.24429 -0.66611 0.66154 1.663 -1.244 0.939
C -3.04650 3.54354 5.36811 -0.042 0.023 0.063
O -1.74232 3.16203 5.75687 -0.138 0.092 0.054
C -1.02169 2.46301 4.83464 0.178 -0.109 -0.050
C 0.26694 2.07178 5.25539 -0.008 0.069 0.136
C 1.04986 1.34819 4.39953 0.001 -0.074 -0.093
C 0.61770 0.99067 3.10762 -0.317 -0.038 0.167
C 1.42009 0.17555 2.22959 0.276 0.084 -0.059
C 2.84179 -0.15474 2.62730 0.030 0.071 -0.020
O 1.01208 -0.26647 1.15178 0.158 -0.051 0.323
C -0.68258 1.40497 2.67871 0.354 0.223 0.090
O -1.11955 1.16991 1.50172 -0.144 0.622 0.246
C -1.48701 2.14529 3.58806 -0.116 -0.005 -0.170
H -3.45732 4.11173 6.20028 -0.004 -0.002 0.016
H -3.67747 2.67279 5.17291 0.024 -0.009 -0.010
H -3.02942 4.17092 4.47300 0.013 0.004 0.007
H 0.59187 2.32821 6.25575 0.002 -0.005 -0.033
H 2.02580 1.02608 4.74166 -0.001 -0.009 -0.019
H 3.38719 0.74655 2.91220 0.008 -0.031 0.036
H 3.34461 -0.63602 1.79213 -0.027 -0.003 -0.018
H 2.82713 -0.84323 3.47520 0.037 0.038 -0.005
H -2.48080 2.39005 3.23854 0.060 0.000 0.005
S -0.64313 -3.18842 -1.70172 0.150 -0.333 -0.125
C 0.08357 -2.19260 -0.58414 -0.238 0.941 0.072
F 0.12989 -4.39628 4.52427 0.033 0.071 -0.092
C 0.18000 -3.59751 3.43059 0.011 0.136 0.044
F 1.23139 -2.77401 3.60334 -0.086 -0.148 -0.018
F 0.47006 -4.37883 2.38496 -0.031 0.015 0.082
C -1.13421 -2.76098 3.18753 0.283 0.011 0.288
O -0.86210 -1.76667 2.35471 -0.344 -0.491 0.333
C -1.59713 -2.18599 4.58270 0.008 0.087 -0.004
F -2.33885 -3.05455 5.31074 0.094 0.034 0.006
F -0.53751 -1.85518 5.35666 -0.095 -0.003 -0.091
F -2.31742 -1.08549 4.41941 -0.028 -0.103 0.027
C -2.22904 -3.77086 2.68195 0.126 0.043 -0.035
F -3.46166 -3.25098 2.78256 0.052 0.028 -0.030
F -2.23748 -4.92689 3.40454 -0.005 0.149 -0.098
F -2.01327 -4.10278 1.42162 -0.089 0.029 -0.035
Cl -6.22156 0.30191 0.83916 -0.083 0.052 0.062
C -5.17378 -0.98653 0.20633 0.416 -0.180 -0.011
C -3.74356 -0.95275 0.74561 -0.788 -0.489 0.535
O -3.44851 -0.39139 1.79809 0.051 0.127 -0.056
O -2.89746 -1.63048 0.05694 -1.181 -0.306 -0.182
H -5.12563 -0.91289 -0.87343 -0.054 0.048 -0.077
H -5.61604 -1.93627 0.49995 -0.001 -0.047 -0.044
C 1.10414 -1.48332 -5.91343 -0.004 0.025 -0.011
C 1.28521 -2.63356 -5.16667 0.032 -0.035 0.054
C 1.50899 -2.55763 -3.79313 0.104 0.185 -0.069
C 1.57246 -1.31111 -3.15367 -0.030 -0.074 -0.047
C 1.38894 -0.16016 -3.92618 0.020 -0.054 0.029
C 1.16590 -0.23999 -5.29011 -0.006 0.015 -0.031
P 1.54176 -1.23012 -1.33753 0.279 -0.799 -0.496
C 2.89828 -2.37297 -0.84582 0.237 0.004 -0.060
C 2.83234 -2.93867 0.42751 -0.085 0.057 -0.033
C 3.81807 -3.80936 0.86679 0.041 -0.017 0.011
C 4.87087 -4.15517 0.02720 -0.019 0.022 0.003
C 4.92956 -3.62358 -1.25286 0.034 0.018 -0.050
C 3.95308 -2.73250 -1.68464 -0.049 0.010 0.114
C 2.39857 0.41714 -1.12302 -0.069 0.004 0.228
C 1.63700 1.57209 -0.93314 0.104 -0.116 -0.005
C 2.24318 2.81552 -0.82978 -0.044 0.046 -0.015
C 3.62534 2.92807 -0.89415 0.010 -0.022 0.031
C 4.39401 1.78270 -1.03898 0.027 0.011 -0.007
C 3.78669 0.53687 -1.14749 -0.058 0.055 -0.060
H 0.90764 -1.54765 -6.97822 0.025 -0.005 0.017
H 1.23684 -3.60478 -5.64694 -0.005 0.017 0.031
H 1.68987 -3.45699 -3.22663 -0.084 -0.053 0.021
H 1.42824 0.80990 -3.44790 -0.023 0.024 -0.044
H 1.03572 0.66534 -5.87265 -0.026 -0.001 0.050
H 1.97627 -2.69902 1.04673 0.017 -0.015 0.016
H 3.75915 -4.23022 1.86435 -0.041 0.016 -0.022
H 5.63668 -4.84452 0.36571 -0.020 0.001 -0.006
H 5.73752 -3.90183 -1.92112 -0.013 0.007 0.010
H 4.00390 -2.31291 -2.68230 0.021 -0.023 -0.018
H 0.56569 1.47679 -0.83626 -0.056 0.051 0.025
H 1.63152 3.69923 -0.68560 -0.016 -0.038 0.008
H 4.10050 3.89898 -0.81233 -0.006 -0.009 0.004
H 5.47562 1.85818 -1.06960 -0.010 -0.026 -0.002
H 4.40343 -0.34407 -1.25693 0.025 0.015 0.007
C -2.11171 5.50256 -5.30104 -0.003 -0.063 0.069
C -2.19571 4.28977 -4.40664 0.000 0.028 -0.084
C -3.42234 3.69090 -4.12444 0.043 -0.029 0.038
C -3.49574 2.57504 -3.30627 0.044 0.004 0.007
C -2.33761 2.03872 -2.75401 0.043 -0.092 0.049
C -1.11416 2.62206 -3.02833 0.048 -0.082 0.028
C -1.04683 3.73988 -3.85082 -0.025 0.001 0.001
S -2.57198 0.61926 -1.67848 -0.508 1.045 -0.997
O -3.29956 1.17496 -0.55371 -0.017 -0.067 -0.121
O -3.29633 -0.31050 -2.50717 0.127 -0.065 0.030
O -1.21105 0.18696 -1.26787 -0.235 0.619 -0.784
H -3.05227 5.66009 -5.83083 0.020 0.018 -0.002
H -1.31757 5.38595 -6.04145 -0.017 0.026 0.003
H -1.89516 6.40527 -4.72354 -0.006 -0.006 -0.019
H -4.32912 4.10430 -4.55476 0.013 -0.013 0.004
H -4.44350 2.09918 -3.08416 0.009 0.057 -0.036
H -0.21302 2.19649 -2.60794 -0.053 0.035 -0.028
H -0.08195 4.19008 -4.06455 -0.005 -0.030 0.003